This record from the Open Molecules 2025 dataset describes the molecule CH8N2Si. The level of theory is the ωB97M-V functional and the def2-TZVPD basis.

Computed properties:
M ... 76.175 g/mol
Spin multiplicity ... 1
Kohn-Sham gap ... 9.30 eV
E_HOMO ... -8.474 eV
Total energy ... -12022.1316 eV
Lowest unoccupied orbital energy ... 0.831 eV

Geometry as XYZ:
```
12
CH8N2Si, DFT the ωB97M-V functional and the def2-TZVPD basis
C 1.1163 0.6863 -0.4162
N 0.0419 -0.0783 0.1043
N 0.4698 -1.5003 0.2256
Si -1.6755 0.0376 -0.0231
H 2.0819 0.2366 0.1017
H 1.3617 0.4785 -1.4749
H 1.0162 1.8395 -0.2711
H 1.4599 -1.5173 0.6573
H 0.4812 -1.9628 -0.7201
H -2.2494 -1.1198 0.7733
H -1.7086 1.3008 0.8622
H -2.2525 0.7092 -1.2157
```